A gas-phase ion, C7H12O (charge -1) in a non-equilibrium geometry, computed with the ωB97M-V functional and the def2-TZVPD basis.

XYZ file:
```
20
Properties=species:S:1:pos:R:3:forces:R:3
O -2.940230 -1.813773 -1.060294 0.10 0.05 -0.05
C -1.669197 -1.901763 -1.257532 -0.11 0.07 0.41
C -0.670239 -1.226479 -0.362350 -0.10 0.04 -0.73
C -0.565701 0.319012 -0.581377 0.28 0.15 0.76
C 0.529021 0.941189 0.275268 0.11 -0.50 0.20
C 1.819942 0.628103 0.101567 -0.98 0.49 -0.04
C 2.930200 1.040274 1.021183 0.59 -0.33 -0.31
C 0.010899 1.764691 1.424145 0.23 0.23 -0.16
H -1.243516 -2.460720 -2.106552 -0.05 -0.08 -0.05
H -0.899737 -1.364753 0.706067 -0.01 -0.14 0.06
H 0.309347 -1.665667 -0.585988 0.11 0.07 0.19
H -1.511233 0.748263 -0.241641 -0.15 0.00 -0.41
H -0.428427 0.520362 -1.638993 0.01 0.03 -0.15
H 2.000094 0.042669 -0.796620 0.51 -0.06 0.19
H 2.624133 1.088072 2.059325 -0.24 0.15 0.15
H 3.721808 0.287193 1.004197 0.10 0.03 -0.10
H 3.401456 1.997299 0.760426 -0.10 -0.06 -0.02
H -0.457222 2.652825 0.993708 -0.16 0.08 0.13
H -0.757586 1.214676 1.957454 -0.24 -0.11 0.09
H 0.751521 2.106616 2.152021 0.08 -0.11 -0.16
```
Forces are in eV/Å.

## Properties
Largest force on an atom: 0.021 Eh/bohr
Net charge: -1
Highest occupied orbital energy (spin up / spin down): 0.462 / -3.064 eV
E: -349.09057 Eh
Multiplicity: 2
ΔE to the lowest compared entry with this formula, charge and spin: 29.04 kJ/mol
Gap between HOMO and LUMO (spin up / spin down): 0.112 / 0.239 Eh
Expectation value of S²: 0.75

***

C7H12O in the gas phase in a non-equilibrium geometry, computed with the ωB97M-V functional and the def2-TZVPD basis.

XYZ file:
```
20
Properties=species:S:1:pos:R:3:forces:R:3
C 1.323547 -0.247789 -1.525697 -1.07 0.25 -0.06
C -1.241554 2.001256 -0.724911 0.68 0.32 -0.26
C 1.434199 -0.783999 1.009656 0.54 1.43 -1.21
C -1.730836 -1.328080 1.195464 0.43 -0.31 0.43
C 1.102850 0.476423 -0.192441 2.79 -2.81 2.02
C -0.710593 0.754253 -0.137339 -1.58 -1.79 1.55
C -1.008807 -0.235748 0.568387 -0.70 2.29 -1.83
O 1.709841 1.522182 0.075932 -1.08 0.17 -0.18
H 0.673786 -1.120351 -1.587708 -0.10 0.07 -0.08
H 2.347079 -0.616300 -1.577929 0.10 0.38 0.06
H 1.085706 0.445772 -2.333318 0.28 -0.13 -0.22
H -0.518748 2.795285 -0.526337 0.00 0.04 0.01
H -2.204773 2.280565 -0.299028 0.05 -0.18 -0.04
H -1.320649 1.916478 -1.810819 -0.09 -0.05 0.06
H -2.802654 -1.149848 1.054433 0.13 0.16 -0.09
H -1.507515 -2.292342 0.735591 0.09 0.03 0.08
H 1.351792 -1.838888 0.743466 -0.45 0.04 -0.33
H 2.505805 -0.585161 1.044904 0.15 -0.05 0.20
H 1.057895 -0.625106 2.017348 -0.24 0.29 -0.04
H -1.546371 -1.368601 2.270346 0.05 -0.15 -0.06
```
Forces are in eV/Å.

## Properties
Largest force on an atom: 0.086 Eh/bohr
Highest occupied orbital energy (spin up / spin down): -8.199 / -8.200 eV
E: -348.99091 Eh
ΔE to the lowest compared entry with this formula, charge and spin: 414.13 kJ/mol
Gap between HOMO and LUMO (spin up / spin down): 0.302 / 0.302 Eh